Entry from the OMol25 dataset: the ion C16H28NO2S with charge +1 (the ωB97M-V functional and the def2-TZVPD basis).

Cartesian coordinates (Å):
C: -2.555 -6.038 -4.440
C: -1.921 -4.654 -4.500
C: -1.970 -3.951 -3.145
C: -1.336 -2.563 -3.204
C: -1.397 -1.880 -1.848
S: -0.629 -0.222 -1.993
C: -0.065 0.184 -0.376
C: 1.110 0.924 -0.313
C: 1.617 1.354 0.898
O: 2.767 2.135 1.027
C: 3.608 2.278 -0.105
C: 0.959 1.025 2.087
C: 1.543 1.440 3.414
C: 1.178 2.873 3.806
N: 1.482 3.804 2.682
C: 1.897 5.152 3.096
C: -0.216 0.289 2.020
C: -0.757 -0.126 0.809
O: -1.925 -0.798 0.687
C: -2.628 -1.181 1.847
H: -2.510 -6.520 -5.413
H: -3.598 -5.968 -4.140
H: -2.034 -6.666 -3.721
H: -2.446 -4.046 -5.240
H: -0.882 -4.744 -4.823
H: -3.010 -3.862 -2.823
H: -1.444 -4.559 -2.405
H: -1.861 -1.951 -3.941
H: -0.295 -2.646 -3.523
H: -0.830 -2.434 -1.101
H: -2.425 -1.753 -1.514
H: 1.605 1.146 -1.243
H: 4.500 2.790 0.252
H: 3.128 2.875 -0.884
H: 3.888 1.304 -0.508
H: 2.630 1.350 3.362
H: 1.189 0.771 4.197
H: 0.119 2.952 4.058
H: 1.765 3.175 4.674
H: 0.657 3.867 2.077
H: 2.220 3.334 2.089
H: 1.127 5.614 3.712
H: 2.069 5.778 2.222
H: 2.819 5.093 3.670
H: -0.714 0.042 2.944
H: -2.959 -0.311 2.422
H: -2.027 -1.838 2.482
H: -3.501 -1.726 1.491

## Properties
* total charge: +1
* HOMO: -10.4886 eV
* E_LUMO: -2.7 eV
* multiplicity: 1
* energy: -1229.6425 Ha
* energy relative to the best compared isomer or geometry (same formula, charge and spin): 0.0 kcal per mole

***

Entry from the OMol25 dataset: a structure of composition C16H29AlF5N6OS2SiTe in a non-equilibrium geometry (the ωB97M-V functional and the def2-TZVPD basis).

Cartesian coordinates (Å):
Al: -0.817 -0.131 -0.073
C: -1.715 3.917 2.282
N: -2.377 2.875 1.509
C: -2.458 1.616 1.885
N: -2.087 1.273 3.114
S: -3.049 0.406 0.771
H: -1.825 4.858 1.752
H: -0.651 3.695 2.386
H: -2.186 4.024 3.260
H: -2.604 3.055 0.543
H: -1.665 1.929 3.750
H: -2.145 0.306 3.383
C: 3.980 -1.450 -2.680
N: 3.808 -1.348 -1.221
C: 4.948 -1.653 -0.337
C: 2.705 -0.918 -0.720
N: 1.729 -0.486 -0.247
H: 4.761 -0.758 -2.991
H: 3.046 -1.189 -3.168
H: 4.261 -2.470 -2.934
H: 5.795 -1.046 -0.652
H: 5.194 -2.710 -0.411
H: 4.679 -1.397 0.684
F: 0.868 3.394 -0.515
Te: 1.644 1.860 0.224
F: 2.357 0.849 1.656
F: 1.791 3.120 1.584
F: 1.630 1.519 -1.629
F: 3.426 2.121 -0.138
O: -0.057 1.276 0.725
C: -1.604 0.323 -4.804
Si: -2.124 0.451 -3.030
C: -3.783 -0.384 -2.828
C: -2.216 2.230 -2.497
C: -0.857 -0.430 -1.975
H: -2.352 0.738 -5.485
H: -1.450 -0.725 -5.075
H: -0.667 0.859 -4.972
H: -4.548 0.123 -3.423
H: -4.137 -0.370 -1.794
H: -3.749 -1.421 -3.181
H: -2.965 2.798 -3.054
H: -1.249 2.727 -2.618
H: -2.483 2.271 -1.438
H: 0.111 -0.103 -2.369
H: -0.914 -1.503 -2.198
N: -2.576 -2.776 -0.417
C: -1.697 -2.814 0.595
N: -0.851 -1.856 0.910
C: -0.133 -2.200 2.081
C: 0.779 -1.392 2.748
C: 1.378 -1.883 3.896
C: 1.077 -3.155 4.385
C: 0.160 -3.959 3.733
C: -0.438 -3.460 2.584
S: -1.656 -4.219 1.605
H: -2.731 -1.947 -0.971
H: -3.274 -3.496 -0.487
H: 1.032 -0.412 2.377
H: 2.096 -1.265 4.418
H: 1.559 -3.516 5.283
H: -0.085 -4.943 4.110

## Properties
* total charge: +1
* HOMO: -11.6047 eV
* E_LUMO: -3.3 eV
* multiplicity: 1
* energy: -3126.5178 Ha
* energy relative to the best compared isomer or geometry (same formula, charge and spin): 32.0 kcal per mole

***

Entry from the OMol25 dataset: a structure of composition C16H29As2N2ReS7 in a non-equilibrium geometry (the ωB97M-V functional and the def2-TZVPD basis).

Cartesian coordinates (Å):
Re: -0.459 -0.186 -0.531
C: -0.290 3.544 2.464
C: -0.094 2.220 1.812
S: -1.008 1.880 0.408
C: 0.770 1.265 2.290
C: 1.613 1.431 3.504
S: 0.887 -0.232 1.467
H: -0.957 4.172 1.879
H: 0.664 4.056 2.584
H: -0.724 3.414 3.456
H: 1.017 1.821 4.327
H: 2.428 2.130 3.321
H: 2.044 0.476 3.794
S: -3.853 0.099 -5.023
As: -3.213 2.009 -4.915
S: -1.019 -0.888 -2.698
S: -2.380 0.337 -1.920
S: -2.158 2.192 -2.816
C: 5.586 1.355 -2.940
C: 4.169 1.372 -2.522
C: 3.395 2.508 -2.406
C: 2.057 2.397 -1.987
N: 1.553 1.209 -1.675
C: 2.306 0.115 -1.771
S: 1.645 -1.363 -1.298
N: 3.589 0.187 -2.216
C: 1.171 3.576 -1.865
H: 5.939 2.354 -3.174
H: 5.721 0.721 -3.817
H: 6.211 0.942 -2.148
H: 3.814 3.475 -2.625
H: 4.121 -0.674 -2.285
H: 1.705 4.499 -2.064
H: 0.731 3.614 -0.868
H: 0.337 3.489 -2.563
C: -1.665 -4.170 2.494
C: -0.804 -3.027 1.952
As: -1.760 -1.951 0.588
C: -3.328 -1.232 1.541
C: -2.921 -0.263 2.645
C: -2.586 -3.263 -0.631
C: -1.553 -4.092 -1.386
H: -1.149 -4.655 3.319
H: -1.862 -4.920 1.728
H: -2.618 -3.795 2.869
H: 0.120 -3.406 1.505
H: -0.520 -2.348 2.763
H: -3.898 -2.074 1.949
H: -3.963 -0.727 0.807
H: -2.302 -0.762 3.390
H: -3.798 0.139 3.143
H: -2.362 0.569 2.218
H: -3.242 -2.721 -1.321
H: -3.221 -3.910 -0.011
H: -0.970 -3.471 -2.065
H: -2.047 -4.853 -1.984
H: -0.870 -4.583 -0.693

## Properties
* total charge: +2
* HOMO (spin up / spin down): -13.6832 / -13.6814 eV
* E_LUMO (spin up / spin down): -7.5 / -7.5 eV
* multiplicity: 1
* energy: -8073.3157 Ha
* energy relative to the best compared isomer or geometry (same formula, charge and spin): 0.0 kcal per mole

***

Entry from the OMol25 dataset: a structure of composition C16H29BMnN6O6P2Te (the ωB97M-V functional and the def2-TZVPD basis).

Cartesian coordinates (Å):
Mn: 0.719 -0.123 0.799
C: 3.846 -0.963 3.418
C: 3.066 -1.295 2.321
N: 2.200 -0.305 2.065
N: 2.406 0.664 2.984
C: 3.390 0.288 3.806
B: 1.471 1.906 2.986
N: 0.033 1.346 3.175
C: -0.868 1.499 4.149
C: -1.896 0.587 3.953
C: -1.532 -0.115 2.810
N: -0.365 0.356 2.354
N: 1.540 2.503 1.560
C: 1.978 3.672 1.088
C: 1.975 3.627 -0.299
C: 1.518 2.357 -0.611
N: 1.257 1.690 0.520
H: 4.632 -1.541 3.868
H: 3.085 -2.182 1.709
H: 3.710 0.933 4.607
H: 1.765 2.695 3.829
H: -0.725 2.240 4.918
H: -2.774 0.446 4.559
H: -2.020 -0.945 2.324
H: 2.262 4.462 1.764
H: 2.267 4.408 -0.979
H: 1.344 1.898 -1.570
C: 2.286 -4.526 -0.030
O: 1.802 -3.587 -1.022
P: 0.851 -2.373 -0.666
O: 1.860 -1.042 -0.600
C: 3.047 -0.805 -1.412
O: 0.218 -2.077 -2.094
C: -0.706 -3.032 -2.664
H: 2.346 -5.492 -0.519
H: 1.600 -4.582 0.815
H: 3.275 -4.219 0.301
H: 3.852 -0.524 -0.738
H: 2.833 -0.006 -2.115
H: 3.284 -1.723 -1.943
H: -1.260 -2.506 -3.435
H: -1.400 -3.402 -1.907
H: -0.154 -3.861 -3.099
C: -5.387 0.153 -1.507
C: -4.204 -0.616 -0.985
O: -2.963 -0.093 -1.570
P: -1.924 0.856 -0.889
O: -0.809 -0.009 -0.322
Te: -2.866 2.372 0.728
O: -1.417 1.790 -2.026
C: -1.204 1.343 -3.418
C: -2.406 1.664 -4.266
H: -6.303 -0.334 -1.170
H: -5.388 0.164 -2.596
H: -5.396 1.181 -1.144
H: -4.236 -1.657 -1.295
H: -4.121 -0.578 0.101
H: -0.970 0.277 -3.405
H: -0.326 1.897 -3.742
H: -3.265 1.056 -3.988
H: -2.167 1.466 -5.311
H: -2.668 2.717 -4.171

## Properties
* total charge: +2
* HOMO (spin up / spin down): -14.6827 / -14.3839 eV
* E_LUMO (spin up / spin down): -6.7 / -8.0 eV
* multiplicity: 4
* energy: -3533.3216 Ha

***

Entry from the OMol25 dataset: a structure of composition C16H29Cl2N5O4SV (the ωB97M-V functional and the def2-TZVPD basis).

Cartesian coordinates (Å):
V: 1.390 0.769 0.063
N: 3.289 1.899 0.552
C: 3.307 2.516 1.881
C: 2.013 3.281 2.058
N: 0.854 2.411 1.818
C: -0.292 3.188 1.312
C: -0.062 3.635 -0.121
N: 0.209 2.457 -0.943
C: 0.499 1.711 3.062
C: -0.330 0.477 2.771
N: 0.390 -0.333 1.780
H: 4.087 1.285 0.442
H: 3.372 2.600 -0.179
H: 4.161 3.182 2.036
H: 3.382 1.710 2.613
H: 1.999 4.093 1.331
H: 1.959 3.744 3.052
H: -0.492 4.052 1.963
H: -1.168 2.539 1.320
H: 0.788 4.315 -0.189
H: -0.937 4.195 -0.460
H: 0.800 2.671 -1.739
H: -0.655 2.086 -1.332
H: -0.026 2.383 3.755
H: 1.430 1.405 3.546
H: -1.292 0.740 2.341
H: -0.515 -0.068 3.700
H: -0.259 -0.907 1.248
H: 1.048 -0.946 2.248
C: -4.811 -5.255 -1.833
C: -3.995 -4.003 -1.661
C: -2.653 -4.061 -1.314
C: -1.904 -2.900 -1.154
C: -2.505 -1.669 -1.344
C: -3.848 -1.589 -1.701
C: -4.580 -2.750 -1.853
S: -1.592 -0.168 -1.087
O: -2.003 0.737 -2.152
O: -1.945 0.282 0.254
N: -0.065 -0.529 -1.098
C: 0.501 -0.848 -2.416
C: 1.807 -0.090 -2.694
O: 2.386 -0.263 -3.748
O: 2.229 0.681 -1.731
H: -4.201 -6.147 -1.697
H: -5.259 -5.297 -2.827
H: -5.626 -5.289 -1.107
H: -2.180 -5.026 -1.172
H: -0.856 -2.943 -0.888
H: -4.296 -0.618 -1.868
H: -5.626 -2.692 -2.133
H: -0.175 -0.625 -3.245
H: 0.749 -1.912 -2.491
Cl: 4.947 -0.801 1.940
C: 4.395 -1.706 0.520
Cl: 2.647 -1.528 0.244
H: 4.602 -2.757 0.683
H: 4.907 -1.325 -0.356

## Properties
* total charge: 0
* HOMO (spin up / spin down): -6.2710 / -5.6718 eV
* E_LUMO (spin up / spin down): 0.2 / 0.2 eV
* multiplicity: 2
* energy: -3464.4598 Ha
* energy relative to the best compared isomer or geometry (same formula, charge and spin): 0.0 kcal per mole

***

Which formula does entry 1 have?
C16H28NO2S